(1)
DFT (ωB97M-V/def2-TZVPD) results for a molecular structure, C37H40FeN8OS3.

The geometry in XYZ format:
```
90
Properties=species:S:1:pos:R:3:forces:R:3
Fe -0.0822 -0.6136 -0.0530 0.3 -0.5 0.2
C 1.4769 -0.2991 3.7009 0.1 -0.1 -0.1
C 1.9091 0.4065 2.4015 -0.3 0.0 0.0
C 0.9050 1.4153 1.8445 0.4 -0.1 0.1
N -0.2644 0.7995 1.2373 -0.3 0.2 0.3
C -1.5047 1.1405 1.5418 0.2 0.0 0.0
C -1.8499 1.8182 2.7362 0.0 0.0 0.1
C -3.0628 2.2692 3.2093 -0.1 0.0 -0.2
C -4.3198 2.2604 2.6150 -0.1 0.1 0.1
C -4.6416 1.7208 1.3817 0.2 0.0 0.1
C -3.8523 1.0196 0.4892 -0.1 0.0 0.0
C -2.4843 0.6842 0.5245 -0.1 0.0 -0.1
N -1.9071 -0.0323 -0.4151 0.1 0.0 -0.1
C -2.5647 -0.4468 -1.6319 0.0 -0.1 -0.2
C -1.5075 -0.6799 -2.7151 0.0 -0.1 0.3
C -0.7322 -1.9869 -2.5290 0.1 0.2 -0.2
N -0.3037 -2.1492 -1.1575 -0.3 -0.1 -0.1
C 0.0009 -3.3359 -0.6702 0.2 0.1 -0.1
C 0.2097 -4.4492 -1.5079 -0.1 -0.1 -0.1
C 0.4792 -5.7716 -1.2089 -0.1 0.1 0.2
C 0.5813 -6.4041 0.0199 0.0 -0.2 0.0
C 0.4805 -5.8034 1.2691 0.0 0.1 -0.2
C 0.2715 -4.4840 1.6094 0.0 -0.1 0.1
C 0.0795 -3.3330 0.8079 0.1 0.1 0.1
N -0.1030 -2.1363 1.3122 -0.2 0.4 -0.1
C -0.2682 -1.9339 2.7381 0.1 -0.1 0.1
C 1.0493 -1.7576 3.5156 -0.1 0.1 0.0
H 0.6603 0.2553 4.1793 0.0 0.0 0.0
H 2.3198 -0.2901 4.3976 -0.1 0.0 0.1
H 2.0998 -0.3508 1.6373 0.2 0.0 -0.1
H 2.8482 0.9391 2.5621 0.0 0.0 0.0
H 1.3965 1.9734 1.0412 -0.1 0.0 0.0
H 0.6425 2.1433 2.6132 -0.1 0.0 0.0
H -1.0277 1.9817 3.4177 0.0 0.0 0.0
H -3.0264 2.7187 4.1968 0.1 0.0 0.0
H -5.1227 2.7326 3.1692 0.0 0.0 0.0
H -5.6753 1.8479 1.0757 0.0 0.0 0.0
H -4.3772 0.6733 -0.3917 0.0 0.0 0.0
H -3.2520 0.3278 -1.9865 0.0 0.0 0.1
H -3.1417 -1.3702 -1.4729 -0.1 0.1 0.0
H -0.8149 0.1652 -2.6884 0.0 0.0 -0.1
H -1.9870 -0.6983 -3.6964 0.0 0.0 0.0
H 0.1298 -1.9765 -3.2090 0.0 -0.1 0.0
H -1.3822 -2.8245 -2.8138 0.0 0.0 0.0
H 0.2050 -4.2216 -2.5654 0.0 0.0 0.0
H 0.6390 -6.4093 -2.0728 0.0 0.0 0.0
H 0.7764 -7.4703 0.0048 0.0 0.0 0.0
H 0.6119 -6.4747 2.1125 0.0 0.0 0.0
H 0.2822 -4.2952 2.6746 0.0 0.0 0.0
H -0.8453 -2.7591 3.1716 0.0 0.0 -0.1
H -0.8737 -1.0352 2.8610 0.0 0.0 0.1
H 1.8424 -2.2979 2.9917 0.0 0.0 0.0
H 0.9373 -2.2153 4.5051 0.0 0.0 0.0
S 3.0502 -2.5734 -0.0879 0.0 0.0 0.1
C 3.8750 -1.1362 -0.5062 -0.8 0.2 -0.2
C 5.2966 -1.1854 -0.3675 0.6 0.0 0.0
N 6.4410 -1.2781 -0.2602 -0.1 0.0 0.0
C 3.3066 0.0298 -0.9763 0.3 -0.7 0.5
S 1.6156 0.3273 -1.2701 -0.3 0.3 -0.4
C 4.1487 1.1281 -1.2945 0.2 0.4 0.0
N 4.8201 2.0326 -1.5479 0.0 -0.1 0.0
C -4.2904 3.7099 -5.2542 0.1 -0.1 0.0
C -3.3042 2.8209 -4.4983 -0.1 0.1 0.1
C -3.2442 3.1362 -3.0044 0.0 0.0 0.0
N -2.6998 4.4484 -2.7395 0.1 0.1 -0.2
C -1.5647 4.6886 -2.0454 -0.4 0.2 0.0
S -0.8475 3.5467 -1.0510 0.3 -0.3 0.2
N -1.0558 5.9423 -2.1455 0.0 -0.1 -0.1
C -1.5860 7.0832 -2.8483 -0.2 0.2 -0.3
O -1.7096 8.1427 -2.1949 -0.1 -0.1 0.1
C -1.8589 6.9432 -4.2452 0.2 0.0 0.3
C -1.2965 5.9139 -5.0608 0.0 -0.1 -0.1
C -1.5417 5.8746 -6.4136 0.0 0.0 0.0
C -2.3590 6.8290 -7.0354 -0.1 0.0 -0.2
C -2.8949 7.8652 -6.2546 0.0 -0.1 0.1
C -2.6449 7.9356 -4.9050 0.0 0.1 0.0
H -4.3504 3.4222 -6.3052 0.0 0.0 0.0
H -3.9798 4.7558 -5.2294 0.0 0.0 0.0
H -5.2907 3.6318 -4.8184 0.0 0.0 0.0
H -2.3052 2.9370 -4.9239 0.0 0.0 0.0
H -3.5978 1.7718 -4.6111 0.0 0.0 0.0
H -2.6085 2.4247 -2.4792 0.0 0.0 0.0
H -4.2544 3.0673 -2.5789 0.0 0.0 0.0
H -3.0448 5.2185 -3.2967 0.1 0.0 0.0
H -0.4171 6.1760 -1.4017 0.1 0.0 0.0
H -0.6375 5.1804 -4.6118 0.0 0.0 0.0
H -1.0822 5.0964 -7.0153 0.0 0.0 0.0
H -2.5564 6.7799 -8.0997 0.0 0.0 0.0
H -3.5094 8.6268 -6.7248 0.0 0.0 0.0
H -3.0407 8.7407 -4.2985 0.0 0.0 0.0
```
Forces are in eV/Å.

LUMO energy (spin up / spin down): 0.144 / 0.133 Eh
Electronic energy: -119880.3481 eV
HOMO (spin up / spin down): -0.16 / -2.12 eV
Max |F|: 0.9 eV/Å
Kohn-Sham gap (spin up / spin down): 4.075 / 5.738 eV
Spin multiplicity: 5
Charge: -2

These are the Mulliken partial charges, in e, on atoms 1 to 6: Fe -2.2049; C -1.2489; C 0.3605; C -1.5224; N 1.9031; C 0.7536



(2)
DFT (ωB97M-V/def2-TZVPD) results for 4 unconnected molecules or ions with the total composition C30H46ClF13O14SSi at a distorted geometry.

The geometry in XYZ format:
```
106
Properties=species:S:1:pos:R:3:forces:R:3
C 0.7967 3.5521 -2.9827 -0.9 0.0 -0.1
C 0.9232 2.8557 -4.4016 2.8 0.1 -1.3
O 2.0242 2.8708 -4.9643 -3.0 0.0 1.5
O -0.1434 2.1872 -5.0770 0.8 0.4 1.9
C -0.1638 0.7790 -4.7225 -0.1 -1.5 0.1
C -1.3750 0.3400 -3.7800 0.1 0.8 0.1
C -1.6406 1.3640 -2.5559 -0.3 0.0 -1.9
C -3.0806 1.0662 -1.9681 -0.1 0.6 0.5
C -3.2014 1.1078 -0.3414 -0.8 0.2 -1.4
Si -2.1397 -0.2719 0.4407 0.4 -1.8 0.2
C -2.4567 -1.8566 -0.6447 0.5 0.2 -0.6
C -0.2561 -0.0521 0.4726 1.6 -0.2 0.5
C -2.6908 -0.8126 2.2180 -0.2 -0.2 0.0
C -4.7441 0.5990 -0.1223 1.3 0.0 -0.3
S -5.7350 1.5837 1.0647 -7.7 -1.8 1.9
O -7.0955 1.7815 0.4274 4.3 0.4 0.6
O -6.0042 0.8138 2.3446 2.7 2.1 -2.8
O -5.1421 3.1121 1.3587 0.9 -2.5 -0.9
C -3.6948 3.1154 1.4313 2.6 0.7 0.7
C -3.1085 2.4656 2.7840 -0.1 0.2 0.3
C -3.1478 3.5931 3.9203 -0.1 -0.1 -0.3
C -1.7643 4.3337 4.1599 -1.5 1.7 0.2
F -2.0916 5.5435 4.8523 0.7 -2.0 -1.2
F -1.1487 4.7748 2.9527 -0.9 -1.2 2.3
C -0.7608 3.5395 5.1207 -1.0 -0.7 0.7
F -1.2627 2.2221 5.3006 1.1 2.3 -0.5
F -0.8147 4.1411 6.3876 0.8 -1.3 -2.4
C 0.7245 3.3786 4.5708 0.9 -1.8 -0.1
F 1.3772 2.4773 5.4590 -1.0 2.0 -1.5
F 0.7798 2.7318 3.3099 -0.8 1.3 2.6
C 1.5568 4.7346 4.4339 -0.4 1.9 -1.1
F 0.8268 5.8749 4.8536 1.2 -2.6 -0.5
F 1.7967 4.9508 3.0551 0.0 -0.5 2.8
C 2.9328 4.7730 5.2342 0.6 2.3 0.9
F 2.7384 4.6638 6.6289 0.1 -0.2 -3.1
F 3.4495 6.0829 5.0516 -1.1 -2.5 0.2
C 4.0651 3.7762 4.7000 2.2 -0.6 0.4
F 5.1380 4.5093 4.1857 -2.3 -1.6 0.9
F 3.6486 2.8989 3.7107 0.6 1.7 2.2
F 4.5657 3.0797 5.8121 -1.2 1.0 -2.6
C -2.9599 2.6110 0.0906 -2.2 0.8 -0.3
Cl -1.2304 3.1757 0.2363 -0.9 -0.5 -0.2
H -0.2240 4.0325 -2.8331 1.2 -0.8 -0.2
H 0.9480 2.7752 -2.1524 -0.2 1.1 -1.3
H 1.5650 4.3824 -2.8739 -0.8 -1.4 -0.4
H 0.8319 0.5027 -4.2439 -1.2 0.3 -0.5
H -0.2492 0.1655 -5.6845 0.2 1.0 1.2
H -2.3367 0.2767 -4.3983 1.3 0.2 0.8
H -1.1503 -0.7080 -3.4039 -0.2 1.2 -0.4
H -0.7805 1.3956 -1.8270 -1.2 -0.3 -0.7
H -1.6768 2.3973 -3.0560 0.1 -1.5 0.9
H -3.7971 1.8867 -2.3364 0.9 -1.2 0.4
H -3.4944 0.0917 -2.3858 0.6 1.1 0.8
H -3.5482 -2.1704 -0.6504 1.4 0.1 0.1
H -1.7569 -2.6755 -0.2546 -1.2 0.9 -0.4
H -2.1353 -1.6704 -1.7265 -0.5 -0.3 1.4
H 0.2570 -0.0652 -0.5553 -0.8 0.2 1.5
H 0.1756 -0.9743 1.0132 -0.8 1.2 -0.7
H 0.1161 0.8374 1.0970 -0.6 -1.2 -1.1
H -2.7062 -1.9607 2.2551 0.3 1.7 0.0
H -1.9346 -0.3966 2.9599 -1.1 -0.6 -0.7
H -3.7492 -0.4812 2.4590 1.3 -0.3 0.0
H -4.7477 -0.4841 0.2579 -0.2 1.8 -0.1
H -5.3237 0.5696 -1.1058 0.6 0.6 1.5
H -3.4066 4.2255 1.5083 -0.6 -1.6 -0.3
H -3.7218 1.5911 3.1685 0.6 1.2 -0.8
H -2.0446 2.0576 2.6425 -1.5 0.8 0.0
H -3.5530 3.1190 4.8765 1.0 0.9 -1.1
H -3.8983 4.4087 3.6374 1.1 -1.0 0.4
H -3.4182 3.2611 -0.7423 0.8 -0.8 1.2
C -0.1600 -6.8938 -0.3548 -0.1 -0.3 -0.3
O 0.0344 -5.7368 0.4570 0.2 0.2 0.1
C 1.3051 -5.5434 0.8430 -0.1 0.1 0.1
O 2.2438 -6.2446 0.5645 -0.3 0.2 0.1
O 1.3459 -4.4322 1.5931 -0.2 -0.2 -0.2
C 2.6466 -4.0991 2.0781 0.4 0.2 0.2
H -1.2192 -6.9491 -0.6058 0.1 0.2 0.2
H 0.4118 -6.8149 -1.2815 0.1 -0.1 0.2
H 0.1139 -7.7984 0.1916 0.1 0.1 -0.1
H 3.3298 -3.9083 1.2483 0.0 -0.2 0.1
H 3.0323 -4.8919 2.7218 0.0 0.0 -0.2
H 2.5591 -3.1874 2.6691 -0.3 -0.1 -0.1
C 6.9022 -1.0561 3.2914 0.0 0.4 0.2
O 6.6443 -2.2343 2.5293 0.1 -0.3 0.0
C 7.5068 -3.2370 2.7560 -0.1 -0.1 -0.1
O 8.4368 -3.2112 3.5208 -0.2 0.0 -0.2
O 7.1508 -4.2727 1.9816 0.0 0.3 0.1
C 7.9873 -5.4204 2.1193 0.2 -0.4 0.0
H 6.1458 -0.3172 3.0265 0.0 -0.3 -0.1
H 6.8240 -1.2635 4.3604 0.2 0.0 -0.1
H 7.8849 -0.6473 3.0485 0.0 -0.1 0.1
H 7.9522 -5.8023 3.1414 0.1 0.1 -0.1
H 9.0135 -5.1862 1.8297 -0.1 0.0 0.2
H 7.6062 -6.1909 1.4491 -0.2 0.3 0.0
C -3.4162 -1.4956 -8.4898 -0.3 0.3 0.2
O -2.6527 -2.3944 -9.2920 0.3 -0.2 0.1
C -1.6189 -2.9598 -8.6515 0.0 0.0 -0.2
O -1.3076 -2.7694 -7.5027 -0.1 0.0 -0.2
O -0.9922 -3.7739 -9.5129 -0.2 0.2 0.2
C 0.1381 -4.4485 -8.9628 0.4 -0.2 0.1
H -4.2214 -1.1004 -9.1089 0.2 -0.2 -0.1
H -3.8581 -2.0184 -7.6392 0.2 0.1 0.0
H -2.7984 -0.6611 -8.1516 0.0 -0.2 0.1
H -0.1624 -5.0889 -8.1312 0.0 0.2 0.0
H 0.8969 -3.7316 -8.6433 -0.1 -0.1 0.1
H 0.5635 -5.0760 -9.7458 -0.2 0.2 -0.1
```
Forces are in eV/Å.

LUMO energy: 0.004 Eh
Electronic energy: -127079.2980 eV
HOMO: -10.44 eV
SMILES string: CC(=O)OCCCC[C@]1([Si](C)(C)C)CS(=O)(=O)O[C@@H](CCC(F)(F)C(F)(F)C(F)(F)C(F)(F)C(F)(F)C(F)(F)F)[C@H]1Cl.COC(=O)OC.COC(=O)OC.COC(=O)OC
Max |F|: 8.2 eV/Å
Energy relative to the best compared isomer or geometry (same formula, charge and spin): 134.7 kcal/mol
Kohn-Sham gap: 10.553 eV

These are the Mulliken partial charges, in e, on atoms 1 to 6: C -0.5490; C 0.5619; O -0.5311; O -0.3534; C -0.6508; C -0.5349